{"formula": "C19H28Cl4F2NO19S2Y", "method": "ωB97M-V with the def2-TZVPD basis set", "gap_ev": 2.4, "total_energy_ev": -138762.3072, "homo_energy_ev": -13.88, "total_charge": 2, "symbols": ["Y", "N", "S", "O", "O", "F", "S", "O", "O", "F", "C", "C", "O", "C", "O", "O", "H", "H", "H", "H", "C", "C", "O", "C", "O", "O", "H", "H", "H", "H", "C", "C", "O", "C", "O", "O", "H", "H", "H", "H", "C", "C", "O", "C", "O", "O", "H", "H", "H", "H", "C", "C", "O", "C", "O", "O", "H", "H", "H", "H", "Cl", "C", "C", "Cl", "H", "H", "H", "H", "Cl", "C", "C", "Cl", "H", "H", "H", "H"], "positions_angstrom": [[-3.0657, -1.7297, 2.3557], [-1.3476, -0.8286, 1.3647], [0.1536, -0.5135, 1.5527], [0.5077, 0.6766, 2.2988], [1.1238, -1.0551, 0.6153], [0.1857, -1.5528, 2.8348], [-1.2114, -0.1005, -0.2379], [-1.4106, -1.1042, -1.2759], [-0.4236, 1.1095, -0.4897], [-2.6489, 0.5982, -0.1264], [-2.9635, 2.3657, -2.6643], [-4.4452, 2.0986, -2.7104], [-4.5230, 1.1994, -3.7542], [-3.3670, 0.4385, -3.7097], [-3.2647, -0.6600, -4.2096], [-2.4762, 1.0533, -3.0210], [-2.6816, 2.6081, -1.6397], [-2.6555, 3.2214, -3.2652], [-4.9642, 2.9812, -3.0842], [-4.7793, 1.6479, -1.7759], [-1.1292, -6.4949, -0.7973], [-0.8775, -5.3239, -1.6914], [-0.8796, -4.2390, -0.8525], [-1.3586, -4.4712, 0.4034], [-1.6173, -3.6317, 1.2971], [-1.5089, -5.8028, 0.4582], [-0.2117, -7.0641, -0.6482], [-1.9569, -7.0695, -1.2130], [-1.6799, -5.1446, -2.4070], [0.0813, -5.5767, -2.1441], [-2.0483, 3.6165, 1.8212], [-2.8698, 4.7544, 2.4334], [-4.1943, 4.3584, 2.0937], [-4.2266, 3.4636, 1.3263], [-5.2489, 3.0122, 0.8148], [-2.9894, 3.0105, 1.0724], [-1.7545, 2.8733, 2.5624], [-1.1384, 3.7926, 1.2475], [-2.6948, 5.7007, 1.9214], [-2.8553, 4.8518, 3.5189], [2.7369, -3.7208, 1.8534], [4.0741, -4.5097, 1.9726], [3.6852, -5.5809, 2.7247], [2.5216, -5.4067, 3.3376], [2.0155, -6.2253, 4.1108], [1.9160, -4.2576, 2.8208], [2.3501, -3.6341, 0.8380], [3.0945, -2.7247, 2.1139], [4.8967, -3.9851, 2.4586], [4.3673, -4.6853, 0.9376], [2.9575, 2.5908, -1.8228], [2.6442, 3.0277, -0.4191], [2.4378, 4.4129, -0.5463], [2.9675, 4.8046, -1.7019], [3.1028, 5.9598, -2.1169], [3.5176, 3.7611, -2.3195], [2.0752, 2.4114, -2.4371], [3.6433, 1.7462, -1.8907], [3.4636, 2.6602, 0.1986], [1.7129, 2.5080, -0.1939], [0.4870, 2.7954, 4.4833], [2.1618, 3.3869, 4.6486], [3.0291, 3.0026, 3.4529], [4.7384, 3.4465, 3.6476], [2.5341, 2.8281, 5.5072], [2.0221, 4.3814, 5.0722], [2.7489, 3.5547, 2.5558], [2.9485, 1.9481, 3.1890], [0.4789, 0.5976, -4.0850], [0.1047, -1.0991, -4.5947], [0.8432, -1.9319, -3.5512], [2.4983, -2.1390, -4.2218], [0.4261, -1.1347, -5.6356], [-0.9584, -1.3381, -4.5688], [0.4417, -2.9451, -3.5656], [0.7308, -1.5757, -2.5272]], "lowdin_charge": [2.26, -0.46, 0.47, -0.25, -0.18, -0.21, 0.62, -0.19, -0.18, -0.18, -0.08, -0.15, 0.07, -0.58, 0.14, 0.02, 0.11, 0.15, 0.15, 0.13, -0.02, -0.14, 0.07, -0.42, -0.03, 0.10, 0.15, 0.15, 0.16, 0.15, -0.16, -0.01, 0.18, -0.71, 0.12, 0.02, 0.09, 0.15, 0.15, 0.15, -0.18, -0.13, 0.09, -0.47, 0.14, 0.03, 0.12, 0.12, 0.14, 0.14, -0.14, -0.14, 0.09, -0.54, 0.14, 0.08, 0.10, 0.15, 0.14, 0.11, 0.56, -0.62, -0.68, 0.59, 0.07, 0.08, 0.05, 0.06, 0.59, -0.59, -0.67, 0.57, 0.07, 0.06, 0.05, 0.04]}



{"formula": "C19H28ClMgO2", "method": "ωB97M-V with the def2-TZVPD basis set", "relative_energy_ev": 3.8149, "gap_ev": 4.4, "total_energy_ev": -42217.7456, "homo_energy_ev": -2.40, "total_charge": -1, "symbols": ["O", "C", "C", "H", "H", "C", "H", "H", "C", "H", "H", "H", "C", "H", "H", "H", "Mg", "C", "C", "C", "H", "C", "C", "H", "H", "H", "H", "C", "C", "C", "H", "C", "C", "H", "H", "H", "H", "O", "C", "C", "H", "H", "C", "H", "H", "C", "H", "H", "H", "H", "Cl"], "positions_angstrom": [[-0.3004, -0.6734, 0.0707], [-0.4254, -1.0286, -1.3324], [1.0349, -1.4896, -1.4094], [-0.7017, -0.1127, -1.8630], [-1.1547, -1.8129, -1.5764], [1.1261, -1.0396, 0.0488], [1.6872, -0.9265, -2.0818], [1.2627, -2.5530, -1.5908], [1.9405, 0.1952, 0.3291], [1.6344, 1.0795, -0.3082], [3.0081, 0.0046, 0.1500], [1.8272, 0.5010, 1.3817], [1.3077, -2.2261, 0.9614], [0.7561, -3.0844, 0.5195], [0.8633, -2.0482, 1.9488], [2.3784, -2.4837, 1.0439], [-0.2283, 1.7960, 0.7802], [-2.8610, -2.9399, 2.5818], [-3.4340, -1.8076, 1.9320], [-2.8820, -1.7267, 0.6246], [-4.1628, -1.0923, 2.3254], [-2.0054, -2.8340, 0.4603], [-1.9238, -3.5345, 1.6822], [-1.2756, -4.3731, 1.8834], [-3.1513, -3.2765, 3.5838], [-3.1197, -0.9344, -0.0785], [-1.5313, -3.0947, -0.4636], [-1.8861, 0.9665, 3.1973], [-0.8436, 0.0318, 3.0807], [0.4030, 0.7299, 3.1704], [-0.9347, -1.0392, 3.1377], [0.1110, 2.0891, 3.4043], [-1.2925, 2.2656, 3.4092], [-1.7882, 3.1668, 3.7753], [-2.9564, 0.7397, 3.3028], [1.3739, 0.2645, 3.2723], [0.9003, 2.7627, 3.7375], [1.2173, 1.8793, -1.9741], [2.3268, 1.3093, -2.7338], [2.3583, 1.9567, -4.1150], [2.1925, 0.2322, -2.9787], [3.2403, 1.4568, -2.1285], [0.9870, 2.5573, -4.2847], [2.5380, 1.1662, -4.8355], [3.1941, 2.6321, -4.2359], [0.2398, 2.4049, -2.9133], [0.4635, 2.0365, -5.0978], [1.0396, 3.6163, -4.5642], [-0.5991, 1.6671, -3.0008], [-0.1034, 3.4036, -2.5259], [-1.8503, 3.2204, 0.2973]], "nbo_charge": [-0.58, -0.06, -0.46, 0.17, 0.22, 0.27, 0.19, 0.21, -0.71, 0.20, 0.23, 0.25, -0.64, 0.24, 0.25, 0.19, 1.75, -0.38, -0.35, -0.36, 0.18, -0.38, -0.37, 0.17, 0.18, 0.18, 0.15, -0.32, -0.33, -0.47, 0.24, -0.48, -0.37, 0.21, 0.22, 0.20, 0.20, -0.58, -0.06, -0.43, 0.17, 0.20, -0.44, 0.21, 0.21, -0.07, 0.21, 0.21, 0.19, 0.22, -0.88]}